45
Properties=species:S:1:pos:R:3:forces:R:3 method="wB97M-V/def2-TZVPD" e_above_lowest_kcal_mol=450.9 multiplicity=1 total_energy_ha=-1808.0100 orbital_gap_ev=8.53 e_lumo_ha=0.009 e_homo_ev=-8.28
C 4.235 1.292 -2.370 -7.3635 -4.1749 -8.5435
N 3.512 1.733 -1.359 -4.3706 5.6156 6.3598
S 4.041 1.303 0.127 -3.0912 -10.1691 -8.5748
O 5.372 1.133 0.184 7.7315 -0.0780 0.5568
O 3.202 1.826 0.967 -7.7929 8.3541 10.0753
C 3.166 -0.532 0.200 -6.7206 12.1613 3.7015
C 1.782 -0.708 0.565 4.8008 5.2074 -1.0517
C 1.275 -1.825 0.234 -3.9464 -3.3898 -0.0733
C 2.043 -2.918 -0.054 7.1416 0.8194 -0.8871
C 3.491 -2.837 -0.202 -2.6684 1.0055 -0.4836
C 3.967 -1.330 -0.117 7.9904 -15.9040 -4.3105
H 4.975 -1.274 -0.405 1.2085 0.8690 -0.1413
H 4.083 -3.834 -0.534 -1.1913 2.8501 1.0989
H 1.651 -3.827 0.024 -1.8941 -3.6428 -0.3008
C -0.176 -2.097 0.461 0.5998 1.4646 3.2798
O -0.830 -3.032 0.179 -1.0199 -3.4188 -3.2278
N -0.711 -1.382 1.496 2.2918 6.0053 1.3580
H -0.258 -0.507 1.916 0.2287 -1.8741 -1.2121
C -2.043 -1.123 1.710 -6.7686 -3.5849 2.7949
H -2.625 -2.068 1.437 0.5764 1.2579 -0.6376
H -2.287 -1.304 2.772 0.8516 0.4506 0.3815
C -2.996 0.151 1.461 5.8379 -0.8760 -6.2157
C -3.429 0.055 -0.029 1.6130 -2.8070 3.3175
C -3.137 -0.839 -0.931 4.0761 -4.0650 -6.2111
C -3.813 -0.484 -2.531 5.6785 -1.9740 8.6767
C -4.624 0.376 -2.171 -6.6117 6.1117 -2.5711
S -4.667 0.855 -0.587 -5.2530 6.1129 0.2622
H -5.351 0.907 -2.922 1.0317 -0.9589 1.7482
H -3.753 -1.255 -3.082 0.6377 -4.6362 -4.9697
H -2.297 -1.700 -0.954 -2.1733 2.1589 0.5149
N -1.968 1.314 1.451 0.5498 -3.7231 2.4793
C -2.640 2.302 2.034 2.6952 3.2120 8.6238
H -1.817 3.122 2.377 -2.2909 -1.0659 -0.9282
H -3.428 2.659 1.535 -3.1880 2.1160 -2.1952
H -3.060 1.937 3.116 0.7837 0.9871 -2.2603
C -1.227 1.839 0.348 0.2659 -12.8317 0.8228
H -0.375 2.229 0.449 6.4156 3.5896 1.9985
H -1.889 2.282 -0.082 -6.6661 5.9798 -6.5106
H -0.948 0.818 -0.242 -0.6479 2.4836 0.5152
H -3.847 0.321 2.075 -0.0565 -0.0530 0.9608
H 1.391 0.239 0.764 -1.5850 0.9086 0.6808
H 3.104 2.818 -1.090 1.5444 -3.6397 -2.0461
H 5.139 1.515 -2.284 8.1833 1.5926 -0.0633
H 4.052 0.066 -2.481 0.6796 3.1183 0.1488
H 3.712 1.783 -3.456 1.8862 -1.5646 3.0592